No. 1
Here is a cluster of 2 separate species, C29H36NO2 in total in a non-equilibrium geometry from the Open Molecules 2025 dataset. Energies are from the ωB97M-V functional and the def2-TZVPD basis.

Results
E_LUMO   -4.828 eV
Energy relative to the best compared isomer or geometry (same formula, charge and spin)   151.8 kJ/mol
Net charge   +1
Highest occupied orbital energy   -10.19 eV
HOMO-LUMO gap   5.36 eV

Each line ends with the Löwdin charge.
Cartesian coordinates (Å):
O (-3.349, 0.454, 1.508)  0.103
O (-1.846, -1.175, 2.004)  -0.041
N (-3.520, -0.849, -1.040)  -0.037
C (-2.876, -0.656, 1.311)  -0.458
C (6.513, -2.006, -0.584)  -0.248
C (-4.855, -0.911, -1.594)  -0.148
C (4.301, -2.290, -1.534)  -0.005
C (-0.744, 1.161, -3.541)  -0.174
C (-0.930, 2.220, 1.299)  -0.027
C (-1.309, 0.195, -1.205)  -0.048
C (0.489, 0.372, 0.245)  -0.027
C (1.864, 0.224, -0.172)  -0.093
C (-2.767, -0.309, -3.263)  -0.126
C (-1.532, -0.591, 3.292)  -0.004
C (7.943, -2.440, -0.508)  -0.039
C (0.277, 1.495, 1.202)  -0.197
C (-4.819, -2.029, 0.573)  -0.092
C (-2.471, -0.377, -1.781)  -0.141
C (5.639, -2.648, -1.473)  -0.022
C (-1.159, 3.109, 2.344)  -0.015
C (2.380, -0.931, -0.716)  0.038
C (-0.343, 0.897, -2.078)  -0.214
C (-3.391, -1.564, 0.216)  -0.171
C (1.098, 2.797, 3.109)  -0.025
C (6.026, -0.962, 0.215)  -0.017
C (1.311, 1.873, 2.097)  -0.025
C (-0.150, 3.413, 3.259)  -0.262
C (-5.754, -1.415, -0.463)  -0.131
C (4.694, -0.575, 0.144)  0.002
C (-0.389, 4.383, 4.372)  -0.043
C (-1.536, -0.005, -4.120)  -0.189
C (3.784, -1.253, -0.714)  -0.208
H (1.899, 3.048, 3.811)  0.122
H (-3.215, -1.251, -3.620)  0.124
H (-5.098, -1.735, 1.590)  0.127
H (-2.688, -2.410, 0.145)  0.164
H (2.520, 1.111, -0.129)  0.138
H (8.021, -3.518, -0.324)  0.095
H (2.296, 1.408, 2.010)  0.105
H (-2.145, 3.572, 2.436)  0.132
H (-4.910, -1.615, -2.439)  0.121
H (3.614, -2.796, -2.213)  0.121
H (-0.028, 1.847, -1.626)  0.132
H (-5.186, 0.067, -1.972)  0.132
H (-1.330, 2.087, -3.589)  0.120
H (-0.475, -0.320, 3.273)  0.089
H (-0.754, 5.346, 3.994)  0.092
H (-2.154, 0.288, 3.476)  0.094
H (-3.519, 0.482, -3.454)  0.137
H (0.542, 4.557, 4.919)  0.079
H (-6.473, -2.143, -0.847)  0.117
H (4.329, 0.238, 0.774)  0.109
H (6.715, -0.462, 0.898)  0.122
H (-4.839, -3.120, 0.513)  0.121
H (0.167, 1.321, -4.131)  0.117
H (-6.314, -0.574, -0.041)  0.119
H (0.027, -0.592, 0.521)  0.127
H (6.023, -3.442, -2.116)  0.126
H (-1.850, 0.225, -5.144)  0.117
H (-1.715, -1.365, 4.041)  0.101
H (-1.486, 0.448, -0.156)  0.058
H (-1.694, 2.123, 0.534)  0.111
H (8.476, -2.236, -1.446)  0.097
H (8.461, -1.914, 0.297)  0.082
H (-1.136, 4.009, 5.085)  0.093
H (1.696, -1.650, -1.180)  0.142
H (0.549, 0.261, -2.126)  0.081
H (-0.905, -0.901, -4.167)  0.120



No. 2
Here is a structure of composition C6H8N3O2 in a non-equilibrium geometry from the Open Molecules 2025 dataset. Energies are from the ωB97M-V functional and the def2-TZVPD basis.

Results
E_LUMO   -4.002 eV
Energy relative to the best compared isomer or geometry (same formula, charge and spin)   180.7 kJ/mol
Net charge   +1
Highest occupied orbital energy   -15.38 eV
HOMO-LUMO gap   11.37 eV

Each line ends with the Löwdin charge.
Cartesian coordinates (Å):
O (0.884, 2.254, 0.446)  0.278
O (-1.926, -1.098, -0.452)  0.099
N (0.007, -0.045, 0.262)  -0.015
N (-0.237, -0.549, -2.024)  0.274
N (1.296, -2.004, 1.169)  0.262
C (0.648, -1.139, 0.818)  -0.263
C (2.364, 0.824, -0.795)  0.037
C (-2.280, -0.425, 0.734)  -0.053
C (-1.000, 0.338, 1.232)  -0.076
C (1.227, 1.325, -0.119)  -0.231
C (-0.823, -0.748, -0.992)  -0.363
H (-3.104, 0.237, 0.591)  0.131
H (-2.543, -1.290, 1.430)  0.170
H (-0.757, -0.098, 2.212)  0.149
H (2.573, -0.056, -0.160)  0.115
H (2.106, 0.542, -1.837)  0.120
H (3.140, 1.579, -1.019)  0.139
H (-1.182, 1.352, 1.397)  0.116
H (-0.394, -0.999, -2.893)  0.110



No. 3
Here is a structure of composition C42H61NOP3RhSi in a non-equilibrium geometry from the Open Molecules 2025 dataset. Energies are from the ωB97M-V functional and the def2-TZVPD basis.

Results
E_LUMO (alpha / beta)   -4.705 / -7.554 eV
Multiplicity   5
Net charge   +2
Highest occupied orbital energy (alpha / beta)   -10.90 / -13.78 eV
HOMO-LUMO gap (alpha / beta)   6.19 / 6.22 eV

Each line ends with the Löwdin spin population.
Cartesian coordinates (Å):
Rh (-0.154, -0.612, -0.294)  2.373
P (2.275, -0.194, 0.096)  0.138
P (-0.748, 0.048, -2.664)  0.179
P (-0.770, -0.078, 2.627)  0.220
Si (-0.443, 1.805, 0.093)  0.298
O (-2.647, -0.767, 0.311)  0.059
N (-1.017, -2.671, -0.344)  0.094
C (-0.448, -4.974, -0.649)  0.004
C (1.176, 2.267, 0.926)  0.054
C (0.161, -2.237, -3.931)  0.004
C (2.300, 1.411, 0.990)  0.015
C (-2.416, -0.309, -3.392)  0.030
C (-0.502, 4.668, -2.893)  0.003
C (-0.540, 2.624, -1.575)  0.046
C (2.418, 3.976, 2.127)  0.004
C (1.258, 3.543, 1.500)  0.013
C (-3.782, 3.416, 1.992)  -0.001
C (-0.839, -2.864, 2.908)  0.005
C (-2.520, -0.316, -4.923)  0.011
C (-1.744, -1.611, 3.017)  0.025
C (0.049, 0.350, 4.234)  0.051
C (-0.616, 2.532, -3.995)  0.003
C (3.953, -1.288, 2.218)  0.008
C (3.426, -2.696, 0.180)  0.003
C (-1.793, -5.309, -0.677)  0.003
C (0.749, 1.707, 4.188)  0.002
C (-0.595, 1.867, -2.762)  0.012
C (-2.498, -1.632, 4.350)  0.009
C (1.009, -0.752, 4.693)  0.003
C (3.432, 0.027, -1.333)  0.018
C (1.014, -0.087, -4.977)  0.012
C (-2.730, -4.311, -0.511)  0.004
C (-1.954, 1.318, 2.397)  0.026
C (2.958, 1.191, -2.210)  0.001
C (-1.857, 2.127, 1.249)  0.040
C (2.928, -1.588, 1.124)  0.031
C (-3.840, 2.656, 3.150)  0.016
C (-3.336, -1.930, -0.094)  0.005
C (-0.571, 3.918, -4.059)  0.000
C (4.907, 0.195, -0.963)  0.008
C (0.562, -0.777, -3.686)  0.036
C (-2.785, 3.161, 1.051)  0.020
C (-3.455, 0.661, -2.802)  0.001
C (3.454, 1.857, 1.642)  0.003
C (-2.310, -2.999, -0.337)  0.011
C (-0.484, 4.024, -1.665)  0.011
C (3.512, 3.127, 2.203)  0.001
C (-2.929, 1.621, 3.355)  0.001
C (-0.111, -3.651, -0.482)  0.024
H (-2.479, -1.627, 2.212)  0.000
H (4.457, -2.507, -0.133)  0.000
H (-1.835, -1.014, -5.403)  0.000
H (3.538, 1.208, -3.138)  0.000
H (-3.924, -1.768, -0.996)  0.000
H (1.630, 1.675, 3.535)  0.000
H (5.502, 0.131, -1.879)  0.001
H (0.927, -3.343, -0.456)  0.008
H (4.421, 3.451, 2.701)  0.000
H (-0.021, -2.741, 2.200)  0.003
H (1.028, -2.796, -4.295)  0.000
H (1.904, 1.122, -2.477)  0.000
H (-3.035, -2.587, 4.430)  0.002
H (5.095, 1.176, -0.526)  0.000
H (-0.399, -3.114, 3.875)  0.000
H (2.828, -2.792, -0.734)  0.002
H (0.090, 2.505, 3.839)  0.000
H (3.412, -3.659, 0.695)  0.000
H (-3.793, -4.540, -0.494)  0.001
H (-0.788, 0.406, 4.933)  0.010
H (1.413, -0.777, -3.003)  0.006
H (-0.660, 1.972, -4.920)  0.000
H (-3.244, -0.842, 4.436)  0.000
H (-4.499, 4.218, 1.829)  0.000
H (-2.630, -1.323, -3.039)  0.002
H (-3.537, -0.617, -5.195)  0.002
H (-3.304, 0.863, -1.741)  0.000
H (3.332, -0.900, -1.902)  0.002
H (-3.247, -0.015, 0.407)  0.001
H (-2.720, 3.783, 0.156)  0.001
H (-2.106, -6.344, -0.805)  0.000
H (1.799, -0.920, 3.950)  0.001
H (4.123, -2.207, 2.792)  0.001
H (-3.404, 1.625, -3.313)  0.000
H (0.389, 4.206, 1.476)  0.002
H (-0.414, 4.625, -0.756)  0.001
H (0.508, -1.705, 4.876)  0.000
H (-4.465, 0.262, -2.947)  0.000
H (1.088, 1.970, 5.196)  0.000
H (2.022, -1.940, 1.620)  0.006
H (-4.595, 2.865, 3.902)  0.001
H (4.917, -0.983, 1.803)  0.000
H (3.614, -0.521, 2.914)  0.000
H (1.833, -0.668, -5.417)  0.002
H (1.494, -0.452, 5.628)  0.000
H (-1.427, -3.735, 2.592)  0.000
H (-2.359, 0.680, -5.344)  0.000
H (-0.200, -2.733, -3.028)  0.002
H (1.387, 0.922, -4.799)  0.000
H (-4.015, -2.271, 0.685)  0.001
H (-0.620, -2.321, -4.691)  0.000
H (5.276, -0.574, -0.281)  0.000
H (0.328, -5.723, -0.756)  0.000
H (-0.460, 5.753, -2.942)  0.000
H (2.463, 4.969, 2.571)  0.000
H (-2.990, 1.056, 4.277)  0.000
H (-0.584, 4.413, -5.025)  0.000
H (-1.818, -1.574, 5.208)  0.001
H (0.211, -0.042, -5.720)  0.000
H (4.328, 1.224, 1.716)  0.000
H (3.109, 2.147, -1.702)  0.000



No. 4
Here is a cluster of 5 separate species, C34H70NO6 in total in a non-equilibrium geometry from the Open Molecules 2025 dataset. Energies are from the ωB97M-V functional and the def2-TZVPD basis.

Results
E_LUMO   -4.599 eV
Net charge   +1
Highest occupied orbital energy   -10.99 eV
HOMO-LUMO gap   6.39 eV

Each line ends with the Löwdin charge.
Cartesian coordinates (Å):
O (0.120, -5.419, -0.043)  -0.168
O (3.389, 5.023, -2.686)  0.219
O (-2.199, -4.235, 4.388)  -0.176
O (0.202, -0.856, 6.610)  -0.165
O (0.828, 5.445, -8.292)  -0.162
O (2.208, 3.133, -2.922)  0.025
N (0.803, 4.769, 1.479)  0.115
C (-0.163, 6.330, -7.805)  -0.292
C (1.138, 5.532, -0.720)  0.056
C (1.963, 4.438, -0.947)  -0.067
C (1.727, -1.036, -1.134)  -0.207
C (-2.571, -0.351, -2.989)  -0.189
C (0.557, 5.677, 0.520)  0.009
C (-0.628, -7.729, 0.366)  -0.074
C (-3.043, -3.237, 6.471)  -0.066
C (0.897, 0.231, 7.190)  -0.287
C (2.205, 3.524, 0.066)  0.065
C (-2.526, 1.053, -3.631)  -0.192
C (2.709, 6.395, -7.027)  -0.076
C (0.654, -2.150, 6.978)  -0.280
C (2.378, 0.273, 6.853)  -0.080
C (2.592, 4.244, -2.291)  -0.485
C (-1.435, -0.778, -2.058)  -0.211
C (-2.970, -3.192, 4.957)  -0.276
C (0.575, -2.430, 8.469)  -0.073
C (-4.044, -5.849, 4.134)  -0.074
C (0.564, -0.976, 1.104)  -0.100
C (-0.330, 7.594, -8.629)  -0.076
C (-2.642, -5.558, 4.640)  -0.279
C (0.896, -4.995, 2.249)  -0.067
C (-0.224, -4.898, 1.227)  -0.274
C (1.605, 3.711, 1.295)  0.014
C (-0.654, 2.615, -2.680)  -0.202
C (-2.144, 2.249, -2.743)  -0.188
C (-0.179, -1.215, -2.801)  -0.203
C (1.811, -1.442, 0.350)  -0.249
C (1.374, 3.354, -4.094)  -0.122
C (0.024, 2.648, -4.040)  -0.167
C (2.146, 5.959, -8.368)  -0.276
C (0.812, -1.985, -1.918)  -0.187
C (0.472, -6.790, -0.097)  -0.277
H (1.395, -6.970, 0.464)  0.108
H (0.031, 6.580, -6.753)  0.099
H (-1.139, 8.202, -8.224)  0.078
H (0.411, 1.127, 6.800)  0.113
H (-0.467, -3.846, 1.061)  0.098
H (-0.615, 3.222, -4.710)  0.129
H (-4.110, -5.658, 3.062)  0.080
H (0.348, -0.367, -3.237)  0.098
H (1.424, -2.580, -2.589)  0.111
H (1.760, 3.005, 2.090)  0.148
H (2.136, 7.213, -6.587)  0.066
H (-1.093, 5.760, -7.824)  0.117
H (-0.567, 7.344, -9.664)  0.085
H (-1.532, -7.578, -0.224)  0.082
H (0.892, -3.453, 8.674)  0.082
H (1.903, 2.974, -4.959)  0.131
H (-1.231, -0.028, -1.300)  0.092
H (-0.595, 3.629, -2.276)  0.100
H (0.574, 8.204, -8.634)  0.067
H (2.753, 5.148, -8.768)  0.120
H (1.887, -2.521, 0.426)  0.090
H (-0.486, -1.844, -3.633)  0.113
H (-3.548, 1.241, -3.953)  0.106
H (-3.974, -3.174, 4.518)  0.108
H (1.172, -6.030, 2.455)  0.070
H (-4.796, -5.232, 4.628)  0.067
H (-1.948, 1.056, -4.548)  0.096
H (0.587, -4.540, 3.191)  0.072
H (0.700, -6.989, -1.144)  0.118
H (-0.096, 6.497, 0.753)  0.148
H (0.351, 4.888, 2.376)  0.187
H (-2.620, -1.066, -3.802)  0.108
H (0.122, 1.665, -4.482)  0.104
H (1.213, -1.762, 9.049)  0.067
H (-0.308, -8.765, 0.254)  0.079
H (-3.531, -4.142, 6.836)  0.072
H (2.716, -0.971, -1.571)  0.105
H (0.721, -1.092, 2.174)  0.071
H (1.255, 4.419, -4.269)  0.123
H (-1.931, -6.204, 4.125)  0.110
H (0.011, -2.851, 6.448)  0.099
H (2.849, 2.686, -0.136)  0.145
H (-0.448, -2.303, 8.826)  0.080
H (2.714, -1.000, 0.771)  0.097
H (1.277, -0.044, -1.174)  0.078
H (-0.087, 2.000, -1.991)  0.090
H (-2.478, -2.268, 4.651)  0.117
H (-2.039, -3.212, 6.892)  0.055
H (-0.287, -1.557, 0.770)  0.055
H (3.739, 6.736, -7.137)  0.081
H (1.670, -2.320, 6.605)  0.109
H (0.274, -2.660, -1.258)  0.097
H (2.692, 5.559, -6.325)  0.064
H (1.788, -4.482, 1.883)  0.071
H (-3.605, -2.383, 6.850)  0.083
H (-1.137, -5.370, 1.606)  0.102
H (0.750, 0.246, 8.275)  0.109
H (-4.299, -6.893, 4.319)  0.080
H (0.960, 6.240, -1.509)  0.145
H (-2.482, 2.033, -1.732)  0.109
H (0.393, 0.067, 0.879)  0.049
H (2.524, 0.304, 5.771)  0.074
H (-1.793, -1.659, -1.526)  0.113
H (-3.488, -0.406, -2.410)  0.108
H (2.910, -0.600, 7.232)  0.068
H (-2.561, -5.791, 5.707)  0.110
H (2.839, 1.158, 7.294)  0.076
H (2.200, 6.776, -9.095)  0.110
H (-0.886, -7.573, 1.415)  0.061
H (-2.664, 3.126, -3.117)  0.108



No. 5
Here is the molecule C6H7NO in a non-equilibrium geometry from the Open Molecules 2025 dataset. Energies are from the ωB97M-V functional and the def2-TZVPD basis.

Results
E_LUMO   0.924 eV
Energy relative to the best compared isomer or geometry (same formula, charge and spin)   632.9 kJ/mol
Highest occupied orbital energy   -8.64 eV
HOMO-LUMO gap   9.57 eV

Each line ends with the Löwdin charge.
Cartesian coordinates (Å):
O (0.453, -2.128, 0.652)  -0.060
N (1.397, -1.493, -0.085)  -0.005
C (1.394, -0.245, 0.085)  -0.243
C (-2.490, -0.605, -0.270)  -0.024
C (-1.510, 0.169, -0.150)  -0.133
C (0.595, 1.124, 0.613)  -0.133
C (1.925, 0.990, -0.255)  -0.068
C (-0.638, 1.170, -0.121)  -0.126
H (1.873, 1.297, -1.286)  0.115
H (-3.423, -0.465, 0.416)  0.102
H (-2.539, -1.611, -0.811)  0.088
H (0.339, -2.764, -0.100)  0.115
H (2.595, 1.481, 0.468)  0.121
H (-0.799, 2.048, -0.811)  0.133
H (0.828, 1.033, 1.655)  0.118